C12H15Cl16GaNSi as an isolated structure. Source: the OMol25 dataset; level of theory: ωB97M-V with the def2-TZVPD basis set.

```
46
Properties=species:S:1:pos:R:3:mulliken_charge:R:1
C -1.102 -0.894 1.917 -0.770
Si -0.868 -1.105 0.028 0.116
C 0.377 -2.532 -0.185 -1.073
C -2.484 -1.656 -0.798 -0.855
Ga -0.222 0.978 -1.011 0.357
C 1.556 1.703 -0.324 0.211
C 2.515 0.828 0.210 0.123
C 3.751 1.270 0.643 -1.019
C 4.004 2.636 0.582 -0.156
C 3.007 3.453 0.080 -0.405
N 1.832 3.028 -0.376 -0.316
H -0.951 0.149 2.206 0.379
H -0.341 -1.481 2.439 -0.066
H -2.103 -1.183 2.251 0.262
H 1.194 -2.469 0.540 0.229
H -0.123 -3.494 -0.004 0.321
H 0.796 -2.578 -1.193 0.302
H -3.198 -0.829 -0.730 0.262
H -2.264 -1.786 -1.863 0.306
H -2.906 -2.584 -0.406 0.158
H -0.042 0.682 -2.594 -0.321
H -1.401 2.015 -0.821 -0.280
H 2.272 -0.229 0.271 0.175
H 4.489 0.580 1.042 0.432
H 4.951 3.053 0.909 0.378
H 3.182 4.527 0.043 0.364
C -2.832 4.992 -2.181 0.304
Cl -3.979 5.152 -0.836 -0.131
Cl -3.383 3.701 -3.256 -0.099
Cl -2.811 6.525 -3.090 -0.139
Cl -1.245 4.621 -1.571 0.022
C -6.455 -2.826 0.016 0.337
Cl -7.976 -3.545 0.579 -0.125
Cl -5.743 -3.864 -1.220 -0.097
Cl -6.779 -1.232 -0.667 -0.095
Cl -5.342 -2.670 1.372 -0.049
C 6.014 0.945 -3.396 0.279
Cl 4.983 1.025 -1.976 0.078
Cl 5.559 -0.437 -4.404 -0.112
Cl 5.850 2.432 -4.340 -0.115
Cl 7.708 0.761 -2.897 -0.132
C 0.100 -3.530 5.000 0.328
Cl 1.197 -4.009 3.704 -0.084
Cl -1.557 -3.562 4.406 -0.058
Cl 0.266 -4.658 6.359 -0.134
Cl 0.505 -1.900 5.541 -0.094
```

The molar mass is 838.316 g/mol. The value obtained for the lowest unoccupied orbital energy is 1.89 eV. As for the total energy: -274789.508 eV. The HOMO-LUMO gap is 0.224 Eh. The total charge is -1.

C12H15Cl5N3O2S4SbV as an isolated structure in a non-equilibrium geometry. Source: the OMol25 dataset; level of theory: ωB97M-V with the def2-TZVPD basis set.

```
43
Properties=species:S:1:pos:R:3:mulliken_charge:R:1
V -0.656 0.252 -0.204 -0.375
S 0.529 -3.822 2.909 -0.574
Sb 0.157 -2.445 1.174 0.817
S 0.762 -0.133 1.522 -0.420
S -2.031 -1.970 0.503 -0.577
S 1.490 -2.921 -0.795 -0.327
C -2.824 0.580 3.146 -0.672
N -3.750 0.825 2.042 -0.231
C -3.315 0.941 0.794 0.474
N -4.192 0.998 -0.222 -0.361
O -2.078 1.031 0.561 0.085
H -3.296 0.875 4.079 0.335
H -1.926 1.173 2.994 0.183
H -2.546 -0.474 3.190 0.244
H -4.728 0.648 2.190 0.205
H -5.176 0.859 -0.092 0.184
H -3.834 1.094 -1.157 0.172
C -1.042 -2.484 -2.964 -0.882
N 0.292 -1.932 -3.165 0.172
C 1.100 -2.797 -4.016 -1.019
C 0.961 -1.454 -2.007 0.536
C 2.267 -0.747 -2.343 -1.584
O 0.194 -0.597 -1.247 0.359
H -1.534 -2.549 -3.935 0.417
H -1.629 -1.835 -2.326 0.122
H -1.008 -3.482 -2.511 0.317
H 0.465 -3.172 -4.814 0.370
H 1.496 -3.656 -3.461 0.385
H 1.924 -2.241 -4.460 0.282
H 2.047 0.064 -3.041 0.316
H 2.992 -1.431 -2.775 0.554
H 2.682 -0.339 -1.423 0.405
Cl 0.395 3.071 1.660 -0.190
C 0.081 3.281 -0.019 1.086
C -0.270 2.182 -0.812 -1.342
C -0.635 2.480 -2.121 1.290
Cl -1.305 1.178 -3.051 -0.183
C -0.556 3.748 -2.680 -0.405
Cl -0.975 4.016 -4.325 -0.192
C -0.143 4.805 -1.877 0.639
Cl -0.040 6.390 -2.525 -0.180
C 0.152 4.577 -0.535 -0.252
Cl 0.595 5.890 0.478 -0.183
```

The molar mass is 711.508 g/mol. The value obtained for the lowest unoccupied orbital energy (alpha / beta) is -0.86 / -0.54 eV. As for the total energy: -159433.448 eV. The multiplicity is 2. The HOMO-LUMO gap (alpha / beta) is 0.268 / 0.280 Eh.

The molecule C12H15ClF6O2 in a non-equilibrium geometry. Source: the OMol25 dataset; level of theory: ωB97M-V with the def2-TZVPD basis set.

```
36
Properties=species:S:1:pos:R:3:mulliken_charge:R:1
C -3.520 3.044 -2.512 -1.082
C -2.963 1.637 -2.175 -0.377
O -1.642 1.714 -1.494 -0.313
C -1.209 0.477 -1.167 0.044
O -1.265 -0.498 -1.918 -0.604
C -0.204 0.428 -0.004 -0.245
C 0.164 -0.898 0.593 -0.827
C 1.660 -1.298 1.053 -0.177
Cl 1.265 -2.626 2.175 -0.150
C 2.576 -1.788 -0.127 0.715
C 2.904 -0.790 -1.309 -1.399
C 3.872 -2.199 0.521 -1.499
C -0.668 0.038 1.413 0.813
C -2.110 -0.347 1.626 0.642
F -2.184 -0.725 2.952 -0.305
F -2.666 -1.355 0.997 -0.274
F -2.860 0.710 1.328 -0.258
C -0.069 0.844 2.573 0.614
F 0.108 0.152 3.746 -0.248
F -0.769 1.895 3.132 -0.321
F 1.086 1.434 2.149 -0.262
H -4.588 2.958 -2.167 0.305
H -3.127 3.789 -1.805 0.317
H -3.405 3.436 -3.492 0.334
H -2.710 1.103 -3.100 0.336
H -3.688 1.046 -1.741 0.386
H 0.488 1.314 -0.027 0.504
H -0.339 -1.832 0.189 0.356
H 2.310 -0.489 1.478 0.443
H 1.965 -2.749 -0.470 0.291
H 3.451 0.111 -0.906 0.288
H 3.583 -1.265 -1.900 0.520
H 2.013 -0.398 -1.754 0.302
H 4.300 -2.881 -0.214 0.425
H 4.476 -1.286 0.841 0.319
H 3.768 -2.707 1.516 0.386
```

The molar mass is 340.691 g/mol. The value obtained for the lowest unoccupied orbital energy is 0.63 eV. As for the total energy: -45608.147 eV. The HOMO-LUMO gap is 0.419 Eh.

C12H15ClN2O6S4SbTi as an isolated structure. Source: the OMol25 dataset; level of theory: ωB97M-V with the def2-TZVPD basis set.

```
42
Properties=species:S:1:pos:R:3:mulliken_charge:R:1
Ti 0.673 -0.308 0.010 0.891
O -2.403 2.118 -0.389 -0.653
C -1.167 1.646 -0.020 0.751
O -1.038 0.296 -0.259 -0.213
C -0.971 1.809 1.496 -0.952
O 0.039 0.859 1.870 0.118
C -0.307 -0.099 2.868 -0.170
C 0.311 -1.469 2.558 0.399
O 0.185 -2.387 3.327 -0.703
O 0.966 -1.523 1.422 -0.493
H -2.549 1.797 -1.302 0.348
H -1.917 1.562 1.978 0.361
H -0.634 2.803 1.786 0.357
H -1.391 -0.231 2.911 0.428
H 0.059 0.235 3.842 0.269
S -1.989 0.536 -3.403 -0.715
Sb 0.183 1.067 -3.025 0.760
S 1.424 -0.811 -2.154 -0.804
S 0.246 2.430 -0.945 -0.304
S 1.473 2.182 -4.471 -0.624
N 0.172 -4.056 -1.158 -0.450
C -0.696 -3.012 -1.339 0.595
N -1.323 -2.911 -2.546 -0.422
O -0.935 -2.217 -0.435 -0.565
H 0.635 -4.454 -1.957 0.217
H 0.716 -3.982 -0.313 0.264
H -0.906 -3.361 -3.344 0.217
H -1.675 -1.972 -2.719 0.143
Cl 2.274 3.229 2.034 -0.211
C 2.806 1.720 2.739 0.754
C 3.061 1.721 4.103 -0.697
C 3.502 0.564 4.721 -0.445
C 3.695 -0.580 3.955 -0.636
C 3.439 -0.556 2.598 -0.487
C 2.968 0.589 1.935 0.812
C 2.644 0.546 0.496 -1.760
H 2.914 2.635 4.662 0.413
H 3.696 0.560 5.786 0.370
H 4.038 -1.496 4.419 0.370
H 3.573 -1.458 2.013 0.307
H 3.310 -0.143 -0.028 0.546
H 2.713 1.527 0.033 0.613
```

The molar mass is 616.608 g/mol. The value obtained for the lowest unoccupied orbital energy is 2.20 eV. As for the total energy: -113476.972 eV. The HOMO-LUMO gap is 0.280 Eh. The total charge is -1.

A 3-piece molecular cluster, C12H15F2NO7 overall in a non-equilibrium geometry. Source: the OMol25 dataset; level of theory: ωB97M-V with the def2-TZVPD basis set.

```
37
Properties=species:S:1:pos:R:3:mulliken_charge:R:1
C 0.303 -1.375 4.616 -0.862
C -0.575 -1.581 3.593 -0.497
C -0.616 -0.701 2.333 0.155
C 0.714 -0.079 1.935 -0.059
N 1.549 -1.177 1.420 -0.245
C 0.722 -2.294 1.279 0.382
O 1.119 -3.432 1.279 -0.631
C -0.703 -1.751 1.193 -0.044
H 0.997 -2.146 4.940 0.283
H 0.298 -0.427 5.152 0.301
H -1.279 -2.411 3.619 0.361
H -1.462 -0.015 2.439 0.483
H 1.180 0.626 2.617 0.494
H 0.470 0.488 1.023 -0.400
H 2.413 -1.351 1.912 0.301
H -1.480 -2.496 1.310 0.452
H -0.763 -1.182 0.263 -0.427
O -1.351 0.066 -1.321 -0.571
C -1.406 -0.628 -2.282 0.633
O -0.545 -1.635 -2.545 -0.277
C -1.015 -2.327 -3.706 -0.433
C -1.863 -1.268 -4.374 0.302
F -2.917 -1.801 -5.034 -0.288
O -2.335 -0.518 -3.267 -0.311
H -1.613 -3.187 -3.402 0.302
H -0.184 -2.665 -4.319 0.260
H -1.317 -0.607 -5.049 0.284
O 2.649 5.780 -0.100 -0.486
C 1.976 4.833 -0.317 0.564
O 0.768 4.590 0.255 -0.351
C 0.208 3.428 -0.365 -0.281
C 1.443 2.737 -0.891 0.455
F 1.188 2.063 -2.039 -0.302
O 2.308 3.820 -1.172 -0.353
H -0.461 3.728 -1.172 0.312
H -0.344 2.828 0.354 0.211
H 1.925 2.067 -0.177 0.282
```

The molar mass is 323.248 g/mol. The value obtained for the lowest unoccupied orbital energy is 0.39 eV. As for the total energy: -33942.664 eV. The HOMO-LUMO gap is 0.326 Eh.

A 3-piece molecular cluster, C12H15F9O6 overall in a non-equilibrium geometry. Source: the OMol25 dataset; level of theory: ωB97M-V with the def2-TZVPD basis set.

```
42
Properties=species:S:1:pos:R:3:mulliken_charge:R:1
C 73.384 -18.044 70.982 -1.307
C 71.894 -18.570 70.892 -0.310
O 71.812 -19.556 69.974 -0.173
C 70.625 -19.907 69.429 -0.089
O 69.491 -19.685 69.741 -0.487
C 70.915 -20.895 68.224 1.268
F 69.653 -21.556 67.915 -0.289
F 71.367 -20.398 67.050 -0.247
F 71.847 -21.875 68.725 -0.171
H 73.406 -17.475 70.034 0.281
H 74.051 -18.931 71.258 0.264
H 73.528 -17.469 71.680 0.592
H 71.360 -17.747 70.331 0.313
H 71.381 -18.878 71.759 0.385
C 74.969 -25.481 73.023 -1.164
C 73.381 -25.571 72.830 -0.308
O 73.091 -25.385 71.475 -0.132
C 71.851 -25.652 71.034 0.151
O 70.914 -25.795 71.829 -0.534
C 71.566 -25.317 69.550 1.094
F 71.354 -26.412 68.790 -0.285
F 70.505 -24.523 69.270 -0.242
F 72.684 -24.708 69.028 -0.265
H 75.228 -25.973 74.096 0.301
H 75.182 -24.332 73.004 0.259
H 75.533 -26.009 72.386 0.436
H 73.040 -24.835 73.364 0.398
H 73.257 -26.649 73.204 0.267
C 70.836 -24.088 64.781 -1.565
C 71.601 -23.505 65.828 0.745
O 72.958 -24.190 65.878 -0.274
C 73.937 -23.490 66.338 0.507
O 74.003 -22.339 66.945 -0.559
C 75.296 -24.291 66.349 0.760
F 75.485 -25.068 65.210 -0.248
F 76.358 -23.486 66.511 -0.234
F 75.320 -25.109 67.506 -0.229
H 71.323 -24.523 63.919 0.350
H 70.009 -23.617 64.375 0.450
H 70.303 -25.016 65.085 0.345
H 71.261 -23.674 66.762 -0.162
H 71.794 -22.241 65.737 0.109
```

The molar mass is 426.228 g/mol. The value obtained for the lowest unoccupied orbital energy is 0.35 eV. As for the total energy: -49424.946 eV. The HOMO-LUMO gap is 0.407 Eh.

C12H15MnO8 as an isolated structure in a non-equilibrium geometry. Source: the OMol25 dataset; level of theory: ωB97M-V with the def2-TZVPD basis set.

```
36
Properties=species:S:1:pos:R:3:mulliken_charge:R:1
Mn 0.067 0.096 -0.452 1.080
O -3.107 2.307 0.169 -0.511
C -2.142 1.664 0.439 0.153
O -1.121 1.457 -0.399 -0.522
C -1.942 1.025 1.836 -0.111
C -0.498 1.312 2.273 0.036
C -0.315 0.990 3.757 -0.981
C -0.304 -0.560 3.757 -0.963
C -0.524 -0.873 2.279 0.020
O 0.210 0.208 1.624 -0.325
C -1.971 -0.539 1.878 0.119
C -2.281 -1.220 0.530 0.049
O -3.266 -1.861 0.340 -0.524
O -1.326 -1.047 -0.393 -0.409
H -2.697 1.469 2.477 0.583
H -0.095 2.266 1.947 0.652
H 0.627 1.395 4.120 0.361
H -1.120 1.415 4.351 0.387
H 0.658 -0.948 4.084 0.368
H -1.081 -0.999 4.377 0.412
H -0.150 -1.837 1.944 0.591
H -2.708 -0.919 2.581 0.672
C 2.344 0.934 -3.468 -1.627
C 1.625 -0.312 -2.960 1.757
C 1.547 -1.426 -3.981 -1.679
O 0.285 0.053 -2.497 -0.393
C 2.373 -0.763 -1.690 0.073
O 3.422 -1.306 -1.690 -0.475
O 1.690 -0.419 -0.567 -0.637
H 1.900 1.275 -4.403 0.418
H 3.394 0.702 -3.638 0.397
H 2.273 1.738 -2.733 0.375
H 1.085 -1.058 -4.900 0.469
H 0.969 -2.270 -3.602 0.436
H 2.550 -1.775 -4.218 0.407
H -0.368 -0.176 -3.169 0.344
```

The molar mass is 342.182 g/mol. The value obtained for the lowest unoccupied orbital energy (alpha / beta) is -7.61 / -6.66 eV. As for the total energy: -60379.507 eV. The multiplicity is 2. The HOMO-LUMO gap (alpha / beta) is 0.231 / 0.267 Eh. The total charge is +1.

A 3-piece molecular cluster, C12H15N3 overall in a non-equilibrium geometry. Source: the OMol25 dataset; level of theory: ωB97M-V with the def2-TZVPD basis set.

```
30
Properties=species:S:1:pos:R:3:mulliken_charge:R:1
C -1.989 -1.740 0.301 -0.473
C -2.686 -1.853 1.519 -0.407
C -1.822 -2.314 2.487 -0.332
N -0.593 -2.518 1.802 0.029
C -0.661 -2.104 0.493 -0.607
H -2.438 -1.327 -0.590 0.370
H -3.713 -1.571 1.701 0.453
H -1.887 -2.606 3.525 0.435
H 0.243 -2.924 2.196 0.236
H 0.188 -2.251 -0.158 0.723
C 0.346 1.878 0.408 -0.456
C -0.697 2.432 1.188 -1.125
C -1.388 1.277 1.511 -0.390
N -0.740 0.100 1.144 -0.398
C 0.439 0.486 0.486 -0.445
H 1.192 2.325 -0.094 0.302
H -0.856 3.486 1.362 0.372
H -2.327 1.208 2.040 0.327
H -1.050 -0.860 1.194 0.730
H 1.104 -0.336 0.267 0.466
C 1.742 -0.026 -2.799 -0.326
C 1.851 1.158 -3.485 -0.592
C 2.081 2.046 -2.454 -0.483
N 2.093 1.393 -1.188 -0.226
C 1.854 0.066 -1.491 -0.357
H 1.462 -0.935 -3.310 0.376
H 1.676 1.348 -4.534 0.398
H 2.299 3.103 -2.450 0.380
H 2.416 1.783 -0.315 0.479
H 1.860 -0.725 -0.756 0.541
```

The molar mass is 201.273 g/mol. The value obtained for the lowest unoccupied orbital energy is 0.64 eV. As for the total energy: -17150.936 eV. The HOMO-LUMO gap is 0.294 Eh.